{"formula": "C5H11NO", "method": "ωB97M-V/def2-TZVPD", "homo_energy_ha": -0.3463, "gap_ev": 10.542, "mol_weight_g_mol": 101.15, "lumo_ha": 0.0411, "de_lowest_kcal_mol": 49.16, "symbols": ["C", "C", "C", "N", "C", "C", "O", "H", "H", "H", "H", "H", "H", "H", "H", "H", "H", "H"], "xyz": [[0.30678, -2.18987, 0.93273], [-0.45229, -1.22803, 0.05168], [-1.55399, -0.38523, 0.57524], [-0.26590, 0.20329, 0.25360], [-0.18923, 1.07260, -0.92383], [0.98982, 2.05250, -0.75233], [2.03306, 1.48667, -0.00159], [1.31112, -2.38374, 0.53897], [-0.22766, -3.14629, 0.99335], [0.40500, -1.78529, 1.94589], [-0.55829, -1.54724, -0.98916], [-1.80332, -0.40912, 1.63524], [-2.38940, -0.16541, -0.08981], [-0.08508, 0.47583, -1.84001], [-1.11602, 1.65186, -1.01591], [1.40242, 2.32548, -1.73016], [0.61608, 2.97862, -0.28563], [1.57692, 0.99336, 0.70173]], "forces_ev_per_angstrom": [[0.0, 0.0, 0.0], [0.0, -0.2, 0.0], [-0.3, 0.0, 0.1], [0.0, 0.1, 0.0], [-0.1, 0.0, -0.1], [-0.2, 0.2, -0.3], [0.0, -0.1, 0.2], [-0.2, 0.1, 0.1], [0.1, 0.2, 0.0], [0.0, 0.0, -0.2], [0.0, 0.1, 0.2], [0.0, 0.0, -0.2], [0.1, 0.0, 0.1], [0.1, 0.0, 0.1], [0.1, -0.1, 0.0], [-0.1, 0.0, 0.1], [0.1, -0.2, 0.0], [0.2, 0.0, -0.1]]}